(1)
A 10-piece molecular cluster, C8H38N2O10 overall. Source: OMol25; level of theory: ωB97M-V with the def2-TZVPD basis set.

```
58
C8H38N2O10 ωB97M-V with the def2-TZVPD basis set
O 31.6330 16.4945 0.5668
O 34.4371 16.2205 0.5698
O 32.2572 19.3530 0.7244
O 31.8545 16.9527 -2.3960
O 32.6373 18.7107 4.5807
O 31.3783 13.7000 3.8818
O 28.9450 13.5256 -0.1009
O 27.7372 17.4385 2.9297
O 28.8096 16.2889 0.5012
O 29.1407 17.8803 -1.8848
N 35.8792 17.6851 2.9989
N 29.6253 16.4975 5.4376
C 33.4941 18.3379 3.5331
C 28.6265 14.5184 4.3492
C 31.3804 19.1693 4.1648
C 35.5124 19.2263 4.8121
C 32.4321 13.6495 2.9599
C 34.9039 18.0392 4.0711
C 29.8431 15.1143 5.0542
C 31.0494 15.0750 4.1478
H 29.8967 17.4008 -2.2689
H 28.1054 16.9041 3.6451
H 31.7329 18.5738 0.4696
H 28.5540 14.7945 3.2907
H 29.0973 18.7098 -2.3704
H 28.7425 15.3105 0.4448
H 31.9211 15.5578 4.6049
H 35.9384 18.5671 2.4762
H 31.6696 16.6248 -0.3974
H 31.4578 19.8884 3.3397
H 28.7454 12.7545 0.4456
H 30.0772 14.4641 5.9086
H 35.4180 17.1011 2.2917
H 30.6911 16.3111 0.7536
H 33.3483 14.1451 3.3084
H 32.0272 16.0436 -2.6780
H 29.9097 13.5372 -0.1638
H 30.8508 15.5587 3.1838
H 32.7662 12.6120 2.8603
H 28.2253 17.1417 2.1446
H 31.6357 20.0895 0.6914
H 34.8184 19.5810 5.5798
H 34.8643 17.1620 4.7276
H 28.7272 13.4357 4.2947
H 32.6241 17.4531 -2.6975
H 33.6631 19.2265 2.9063
H 32.2017 14.0344 1.9620
H 33.4906 16.0109 0.6149
H 27.6893 14.8503 4.7982
H 28.7431 16.6574 5.9129
H 35.6166 20.0489 4.0965
H 36.4771 19.0034 5.2554
H 33.1127 17.5259 2.9076
H 34.4699 17.1022 0.1788
H 30.8313 19.6192 4.9882
H 30.3171 16.8628 6.0826
H 28.8821 16.5974 -0.4154
H 30.7521 18.3633 3.7643
```

Calculated values
- net charge = 0
- highest occupied orbital energy (eV) = -8.992
- SMILES = COC[C@H](C)N.COC[C@H](C)N.O.O.O.O.O.O.O.O
- energy above the lowest of the compared OMol25 structures with the same formula, charge and spin (kJ/mol) = 32.5
- molar mass (u) = 322.40



(2)
A 15-piece molecular cluster, C8H38O18S overall. Source: OMol25; level of theory: ωB97M-V with the def2-TZVPD basis set.

```
65
C8H38O18S ωB97M-V with the def2-TZVPD basis set
S 3.4537 -0.8063 0.7433
O -2.8350 4.3642 5.3214
O -5.0987 -2.5821 2.0388
O -7.7138 -4.3351 1.3199
O -6.0828 2.1896 -1.2618
O -3.1722 1.6709 -1.8846
O -1.5272 4.3629 2.6961
O 5.7428 1.3204 -5.2530
O -1.6589 1.5919 0.7349
O 5.2298 -1.6897 -4.8576
O 2.8057 0.6882 0.8443
O 4.2353 -0.7051 -0.7179
O -5.5196 -0.4791 4.0797
O 0.5130 1.0650 -2.8376
O 4.5068 -0.8171 1.7231
O 5.2515 -0.2874 4.6806
O -3.8011 -1.0512 -0.2804
O 0.6198 -0.1219 1.1497
O 4.6751 3.3196 1.5947
C 3.6927 -2.8815 -1.5769
C 1.9778 -1.6869 -3.4472
C 2.6993 -0.8842 -2.5693
C 1.4440 0.7059 0.3926
C 3.5286 -1.5043 -1.6490
C 2.9716 -3.6740 -2.4575
C 0.0179 -1.1942 0.4129
C 2.1105 -3.0673 -3.3626
H 6.3360 1.1046 -4.5284
H -6.3237 -0.9863 4.2324
H -7.0563 -3.8247 1.8123
H 4.3669 -3.2964 -0.8428
H -6.8823 1.6744 -1.1155
H -6.3135 3.0842 -0.9939
H 1.4012 0.4920 -0.6731
H 2.6465 0.1879 -2.5599
H -3.2932 -0.3725 0.1809
H 4.7571 -2.0562 -4.1006
H -0.9967 -1.3310 0.7753
H -1.0878 4.4606 3.5448
H 1.5223 -3.6866 -4.0255
H -0.7829 1.1809 0.7766
H -1.5318 2.4804 1.0940
H -8.1951 -4.8233 1.9935
H -2.3879 4.4651 6.1679
H -4.7683 -1.8870 2.6203
H 5.4245 0.4633 -5.5640
H 4.8445 -0.6352 3.8784
H -2.7564 1.8126 -1.0243
H 4.2209 2.4863 1.4316
H -4.1189 1.6657 -1.6897
H 6.1073 -1.4874 -4.5179
H 0.5484 1.9369 -2.4279
H -5.0113 -2.2075 1.1519
H -0.0375 -0.9966 -0.6560
H 6.0426 0.1577 4.3649
H -2.4602 4.3814 2.9253
H -3.7709 4.3841 5.5437
H -0.2148 1.1383 -3.4656
H 0.5526 -2.1250 0.5959
H 1.1395 1.7408 0.5419
H 3.0775 -4.7454 -2.3903
H 1.3113 -1.1979 -4.1373
H -3.9048 -0.6933 -1.1692
H 5.2702 3.1268 2.3250
H -5.7417 0.4167 4.3484
```

Calculated values
- net charge = 0
- highest occupied orbital energy (eV) = -9.900
- molar mass (u) = 454.44



(3)
C8H3CdCl3N9O as an isolated structure. Source: OMol25; level of theory: ωB97M-V with the def2-TZVPD basis set.

```
25
C8H3CdCl3N9O ωB97M-V with the def2-TZVPD basis set
Cd -1.2648 0.2342 -0.4577
Cl 1.0636 4.9333 -0.3121
Cl 1.1430 -0.7294 -0.0523
Cl 5.1551 2.3662 1.6384
O -0.1178 2.1226 -0.4134
N -1.7669 -1.3228 -1.8264
N -2.2563 -3.3608 -2.5034
N -3.1803 -2.6789 2.0478
N -1.4044 -1.4511 -3.1391
N -2.6381 -2.9386 -0.2336
N -2.3569 -0.6831 2.3357
N -2.1051 -1.0177 1.0589
N -2.9646 -1.6599 2.9233
N -1.6658 -2.6847 -3.4939
C 3.2103 0.9776 0.4366
C 3.6786 2.2410 0.8656
C 1.1435 2.0935 -0.1740
C 3.0579 3.4710 0.5738
C 1.9046 0.8826 0.0019
C -2.6643 -2.2560 0.9299
C 1.7530 3.4133 0.0814
C -2.2427 -2.4970 -1.4658
H 3.5877 4.4065 0.7396
H -2.8896 -3.9414 -0.1827
H 3.8202 0.0795 0.6215
```

Calculated values
- net charge = -1
- highest occupied orbital energy (eV) = -5.449
- energy above the lowest of the compared OMol25 structures with the same formula, charge and spin (kJ/mol) = 0.0
- molar mass (u) = 459.94



(4)
One molecule with the formula C8H3Cl4NO. Source: OMol25; level of theory: ωB97M-V with the def2-TZVPD basis set.

```
17
C8H3Cl4NO ωB97M-V with the def2-TZVPD basis set
Cl 3.2774 -0.3509 -0.7065
Cl 2.7125 2.1403 -2.2192
Cl -2.5902 2.1457 -0.3727
Cl -0.2945 3.2790 -2.2381
O 1.5284 -2.3597 1.4056
N -1.5595 -0.6899 0.8489
C -1.0554 1.3054 -0.5852
C 1.6520 0.2521 -0.4923
C 0.0345 1.9121 -1.1828
C 1.3770 1.4231 -1.2069
C 0.6202 -0.3567 0.2740
C -0.9208 -1.9042 1.3496
C -0.6878 0.1728 0.1293
C 0.5926 -1.6372 1.0668
H -1.2345 -2.7468 0.7605
H -0.8949 -2.0274 2.4358
H -2.5572 -0.5579 0.7331
```

Calculated values
- net charge = 0
- highest occupied orbital energy (eV) = -8.813
- SMILES = O=C1CNc2c(Cl)c(Cl)c(Cl)c(Cl)c21
- energy above the lowest of the compared OMol25 structures with the same formula, charge and spin (kJ/mol) = 0.0
- molar mass (u) = 270.93